# 1
The following is a quantum chemistry calculation of a molecular structure, C28H38F5GeIrO5Se4, from OMol25.

```
82
Properties=species:S:1:pos:R:3
H 0.98019 -0.59248 -6.05017
H 2.37281 -4.66491 0.90619
Se -3.20185 3.00783 -1.63185
H 4.52343 -1.57542 4.09338
H 1.92629 -3.36529 -1.32984
C -1.36998 2.42168 4.18467
H -2.37320 2.75474 4.41648
O -2.28013 -0.25915 -2.23315
C -0.35905 -0.65145 -3.66102
Se 0.68395 0.87467 -1.37695
C 1.52371 -4.82155 0.22936
C -1.56959 -1.24992 -2.92691
C -2.10545 2.11496 1.84225
H 1.49321 -6.32331 2.59420
Se -2.00256 -1.95591 0.84387
H -3.77818 3.23655 1.15914
H 3.54466 1.53664 6.67802
C -0.65817 0.70802 -4.28012
H 3.55582 2.10061 4.99028
H -0.02784 -4.53289 1.68785
H -2.60074 -0.63715 -1.39522
C -0.45059 2.40218 5.19832
H -0.87925 -1.81189 -5.41031
F -5.08112 5.31888 -1.06330
C -4.77084 5.28050 -2.36665
H -1.19915 -2.02611 -2.24693
C 0.70025 -6.55904 1.87943
H -0.70211 2.70032 6.20680
H 3.09442 -1.17635 3.12615
H -3.04866 3.91541 2.63646
H 1.28020 -2.44853 2.09072
Ge 1.19843 -1.90571 0.64125
C 0.87273 -0.50047 -2.76276
H 4.96583 -1.79816 -0.16862
C 2.98011 -1.06195 0.30608
H -2.23791 -1.72836 -3.65878
F -2.84973 3.39996 -4.75988
H 3.95394 -2.99581 0.59620
O 1.72045 1.98123 5.96153
C -1.07658 2.00788 2.87044
C -0.00961 -1.67710 -4.75785
H 1.83829 -5.60620 -0.47174
H 0.19495 -2.63541 -4.27685
C -5.04057 6.24166 -4.53842
F -3.90987 5.26457 -6.35298
H 3.63670 -2.83980 3.22936
H 1.05824 -7.37762 1.24817
H 0.12680 0.96883 -4.99119
C 3.98508 -1.80620 3.17065
C 0.85690 1.97620 4.90997
H 5.20712 -0.55349 1.92233
C 0.34432 -5.33499 1.04559
Ir -0.52207 -0.26397 0.40766
O 1.15016 -1.37667 -5.52042
H 2.99130 -0.77392 -0.75013
H -4.02845 2.44234 2.71691
H 3.02243 -0.12106 0.86435
H -1.62851 0.74789 -4.77609
H 5.78371 -2.20311 2.05790
C -5.33320 6.23889 -3.18732
F -5.57468 7.16435 -5.34562
C -3.30858 2.99886 2.11060
C 1.20277 -3.52619 -0.52243
O -2.08113 1.53426 0.75795
H -0.15973 -6.92316 2.44514
C 4.87699 -1.59810 1.95122
Se -0.58537 2.16390 -2.96714
C 4.21118 -1.92998 0.61449
C -3.64661 4.32554 -4.20172
H 1.75245 -0.25246 -3.35390
F -6.15612 7.16729 -2.68705
C 0.24392 1.55587 2.59016
C 1.19713 1.57892 3.63884
H 2.18891 1.23288 3.38231
H -0.48299 -5.56910 0.36779
C 3.02498 1.48849 5.72423
H 1.04979 -1.42179 -2.21080
O 0.66415 1.15835 1.42776
H 3.00187 0.45425 5.37231
H 0.21053 -3.60627 -0.97700
C -3.90902 4.29626 -2.83901
C -4.19187 5.27675 -5.04462
```

The energy above the lowest of the compared OMol25 structures with the same formula, charge and spin is 2.055 eV. As for the net charge: -1. Its expectation value of S² is 0.7550. Its LUMO energy (spin up / spin down) is 1.993 / 0.617 eV. As for the spin multiplicity: 2. For the total energy, the calculation gives -374217.6541 eV. Its orbital gap (spin up / spin down) is 5.76 / 4.38 eV. The HOMO energy (spin up / spin down) comes out at -3.76 / -3.76 eV.


# 2
The following is a quantum chemistry calculation of 5 unconnected molecules or ions with the total composition C28H38N2O13S at a distorted geometry, from OMol25.

```
82
Properties=species:S:1:pos:R:3
H -7.24802 -5.60140 -0.04983
H -2.68077 -5.81937 5.84585
O 2.73114 3.35188 -4.21517
O -3.61208 -4.63865 3.32021
H 0.58565 6.33294 -3.05619
H -3.32523 0.27419 1.22264
C 1.56213 5.82002 -2.70438
H -4.87052 -2.61892 -0.86100
C 2.37471 6.73939 -1.67223
C 8.28466 0.10728 -0.90871
C -2.30528 -3.82196 5.07971
H -5.19295 -1.73394 1.38926
O 7.18505 0.50853 -1.73335
C -4.18030 -1.70339 0.98687
H 3.49136 6.47548 -1.57420
H 9.21186 0.24208 -1.47396
C -4.14992 -5.13687 4.46627
H 6.72407 4.13549 -3.37595
C 0.87781 7.96970 -0.45057
C 4.12349 2.97353 -3.91352
H 4.05027 4.75137 -2.53412
C 7.30535 -1.83943 -1.80969
H 8.32132 0.73322 -0.01510
H -3.76935 -4.55062 6.50144
H -3.73991 -3.62147 0.07597
N -0.29328 4.75839 -0.09235
H -4.61998 0.17169 -0.01756
C 0.12913 2.36859 -0.55439
O 5.91925 4.69189 -3.46470
H -7.18773 -6.43910 2.16644
H -8.68623 -4.60014 0.25222
C -2.77694 -0.71045 -0.60991
O -6.57298 -2.71286 2.97605
O -2.89791 -2.02312 -0.94265
C 6.62174 -0.59316 -2.30093
H 8.00463 -2.18712 -2.57386
H -0.25469 -0.48517 -1.58695
C 5.26648 3.20309 -1.47000
H 4.72786 3.65234 -0.54878
C 1.90925 3.14542 -3.06250
H 6.57985 -2.61639 -1.56891
O -5.20459 -5.71853 4.51940
H 6.38981 3.36760 -1.31509
C -8.01306 -4.65060 3.01307
O 5.72828 -0.55243 -3.10806
C 1.28993 4.32206 -2.22145
O 1.79055 6.84250 -0.34203
H 8.92963 -1.90056 -0.33721
H -1.56308 -4.86023 3.31736
C -3.22164 -4.89607 5.62467
H -9.00194 -4.20127 3.13431
C 4.81100 3.95613 -2.83901
H 2.22626 5.73536 -3.65254
C -3.98940 -2.59869 -0.21286
H 4.21918 1.89338 -3.54617
C -2.30976 -4.11103 3.59742
C -7.08681 -3.63861 2.39911
H -2.74336 -2.83631 5.26674
H -8.93976 -6.33252 1.95414
H -1.30567 -3.83414 5.51768
H 5.02858 2.07243 -1.50257
N -0.73149 2.13970 0.60704
C -3.77907 -0.34649 0.44982
H 7.35208 -1.40717 0.29030
H -3.49173 -2.00019 1.78430
H 4.69336 3.09389 -4.89745
S -1.09128 3.76369 1.07113
C 1.66751 1.62310 -2.65363
C 8.02206 -1.34202 -0.57305
O -1.99474 0.04843 -1.12898
H -7.62959 -5.00402 3.97010
C -7.76395 -4.99041 0.69329
O -0.31911 7.69012 -0.73136
H 2.35924 7.81501 -2.11686
H 1.22527 9.06116 -0.33989
H 2.12057 0.75666 -3.26728
C 0.78794 1.22582 -1.44575
C 0.41629 3.88018 -0.99163
C -8.01660 -5.75043 1.97395
O 0.59500 -0.17368 -1.17591
H -2.14481 -3.20945 3.00487
O -6.93414 -3.88529 1.06860
```

The SMILES is C[C@@H](O)COc1cc(O)c2nsnc2c1CCOC=O.O=C1CCCO1.O=C1CCCO1.O=C1CCCO1.O=C1CCCO1. As for the net charge: 0. Its LUMO energy is -0.398 eV. As for the spin multiplicity: 1. For the total energy, the calculation gives -70078.2800 eV. Its orbital gap is 7.24 eV. The HOMO energy comes out at -7.64 eV.


Q: Which of these has the lowest net charge?
A: C28H38F5GeIrO5Se4


Q: Among the records above, which one has the highest net charge?
A: C28H38N2O13S